[1]
Density functional theory data (wB97M-V/def2-TZVPD) for a structure of composition C32H34Cl2N4OS2W at a distorted geometry.

Geometry as ORCA input:
```
! RIJCOSX wB97M-V def2-TZVPD def2/J DEFGRID3
* xyz 2 3
W 0.056 1.461 1.362
Cl 2.334 2.382 1.754
C 2.723 1.998 3.391
C 4.041 1.996 3.807
C 4.325 1.633 5.115
C 3.312 1.257 5.977
C 1.989 1.262 5.555
Cl 0.732 0.768 6.617
C 1.677 1.653 4.245
S -0.004 1.695 3.738
H 4.830 2.263 3.122
H 5.347 1.629 5.455
H 3.538 0.948 6.985
C -5.673 1.975 -0.183
C -4.387 1.313 -0.687
C -3.977 0.156 0.180
C -4.762 -0.992 0.164
C -4.415 -2.115 0.884
C -3.232 -2.139 1.609
C -2.415 -1.023 1.652
C -1.170 -0.989 2.496
C -0.477 -2.319 2.741
C -2.815 0.147 0.973
N -1.994 1.280 1.085
C -2.530 2.482 1.214
C -1.683 3.594 1.072
C -1.879 4.975 1.185
C -0.651 5.576 0.904
C 0.253 4.555 0.635
N -0.342 3.349 0.732
H -5.885 2.865 -0.769
H -5.602 2.255 0.868
H -6.515 1.297 -0.279
H -3.588 2.057 -0.756
H -4.569 0.941 -1.698
H -5.659 -0.990 -0.431
H -5.061 -2.978 0.885
H -2.964 -3.027 2.156
H -1.419 -0.534 3.464
H -0.415 -0.299 1.973
H -1.095 -2.965 3.358
H 0.457 -2.146 3.272
H -0.259 -2.821 1.802
H -3.582 2.617 1.440
H -2.791 5.464 1.468
H -0.437 6.625 0.904
H 1.292 4.652 0.366
C 4.534 -0.311 -3.026
C 4.468 -1.747 -2.521
C 3.523 -1.887 -1.331
N 2.153 -1.715 -1.773
C 1.227 -0.983 -1.209
S 1.613 -0.185 0.273
N 0.001 -0.783 -1.733
C -0.527 -0.958 -3.064
O -1.423 -0.223 -3.363
C 0.073 -1.998 -3.911
C 0.353 -1.693 -5.245
C 0.937 -2.645 -6.061
C 1.203 -3.914 -5.571
C 0.863 -4.245 -4.267
C 0.314 -3.292 -3.430
H 5.201 -0.249 -3.881
H 4.918 0.347 -2.250
H 3.553 0.050 -3.335
H 5.462 -2.064 -2.210
H 4.151 -2.414 -3.325
H 3.754 -1.134 -0.575
H 3.621 -2.879 -0.881
H 1.920 -2.188 -2.650
H -0.569 -0.104 -1.211
H 0.129 -0.707 -5.625
H 1.183 -2.402 -7.083
H 1.662 -4.654 -6.210
H 1.023 -5.250 -3.907
H 0.027 -3.556 -2.421
*
```

Calculated values
⟨S²⟩: 2.02
Gap between HOMO and LUMO (spin up / spin down) in eV: 6.2 / 6.5
HOMO energy (spin up / spin down) in eV: -13.47 / -13.66
Energy relative to the best compared isomer or geometry (same formula, charge and spin) in eV: 1.2833
E_tot in a.u.: -3317.411539

=====

[2]
Density functional theory data (wB97M-V/def2-TZVPD) for the molecule C32H34F5IN2O6 at a distorted geometry.

Geometry as ORCA input:
```
! RIJCOSX wB97M-V def2-TZVPD def2/J DEFGRID3
* xyz 0 1
C 6.392 -4.447 -1.016
C 5.214 -5.406 -1.586
O 5.138 -6.559 -1.074
O 4.327 -4.948 -2.611
C 3.032 -4.544 -2.025
C 3.181 -3.135 -1.258
C 1.864 -2.210 -1.353
C 0.968 -2.240 0.014
C 0.028 -0.956 0.097
C -1.457 -1.167 -0.403
C -2.021 -2.532 -1.008
C -3.016 -3.179 0.095
C -2.746 -4.737 0.387
I -3.456 -5.126 2.438
C -2.484 0.022 -0.316
C -1.949 1.396 0.256
C -0.457 1.572 0.723
N 0.007 2.851 1.271
C -0.714 3.299 2.488
C 0.205 3.889 0.265
C 0.675 5.392 0.552
O -0.030 3.574 -0.950
C 0.581 0.383 0.639
C 2.050 0.706 1.115
F 2.980 -0.371 1.118
F 1.988 1.158 2.497
C 2.768 1.885 0.263
C 2.614 2.030 -1.273
C 3.365 3.237 -1.947
C 4.205 4.269 -1.116
C 4.357 4.129 0.421
C 5.174 5.134 1.357
F 6.561 4.968 1.109
F 4.970 4.899 2.750
F 4.858 6.501 1.082
C 3.611 2.918 1.090
C -3.052 2.554 0.354
O -2.861 3.772 0.142
C -4.543 2.027 0.708
O -5.431 2.766 1.578
C -5.034 0.773 0.201
C -6.496 0.275 0.607
C -6.750 -1.306 0.433
N -7.554 -1.545 -0.801
C -4.014 -0.069 -0.732
O -4.499 -0.678 -1.716
H 5.867 -3.574 -0.497
H 7.094 -5.009 -0.304
H 7.040 -4.047 -1.881
H 2.301 -4.514 -2.910
H 2.732 -5.416 -1.333
H 4.022 -2.566 -1.811
H 3.530 -3.320 -0.172
H 1.185 -2.710 -2.149
H 2.058 -1.150 -1.729
H 1.635 -2.364 0.952
H 0.388 -3.241 -0.044
H -2.598 -2.242 -1.969
H -1.229 -3.279 -1.346
H -2.858 -2.595 1.076
H -4.119 -3.062 -0.210
H -3.389 -5.395 -0.286
H -1.629 -5.013 0.358
H -0.026 3.848 3.240
H -1.180 2.421 3.079
H -1.585 4.027 2.286
H 0.953 5.856 -0.468
H 1.623 5.458 1.195
H -0.181 6.058 0.954
H 1.996 1.267 -1.851
H 3.330 3.405 -3.078
H 4.723 5.152 -1.634
H 3.743 2.846 2.232
H -5.352 2.300 2.452
H -7.240 0.877 -0.038
H -6.743 0.573 1.699
H -7.330 -1.705 1.331
H -5.780 -1.901 0.338
H -7.087 -1.172 -1.640
H -8.444 -1.035 -0.712
*
```

Calculated values
Gap between HOMO and LUMO in eV: 7.6
HOMO energy in eV: -9.25
E_tot in a.u.: -2597.264618

=====

[3]
Density functional theory data (wB97M-V/def2-TZVPD) for a structure of composition C32H34GeN8O2Ti at a distorted geometry.

Geometry as ORCA input:
```
! RIJCOSX wB97M-V def2-TZVPD def2/J DEFGRID3
* xyz 1 2
Ti -0.465 0.828 0.074
N -2.522 0.958 -2.860
C -1.469 0.546 -3.786
C -0.279 -0.084 -3.080
N 0.365 0.757 -2.035
C 0.679 2.139 -2.470
C -0.470 3.100 -2.174
N -1.124 2.753 -0.886
H -2.972 0.151 -2.444
H -3.248 1.465 -3.353
H -1.135 1.423 -4.341
H -1.802 -0.177 -4.536
H 0.462 -0.324 -3.850
H -0.577 -1.026 -2.618
H 1.258 0.316 -1.824
H 0.926 2.166 -3.534
H 1.563 2.449 -1.919
H -1.212 3.070 -2.965
H -0.074 4.114 -2.123
H -2.111 2.589 -1.072
H -1.058 3.546 -0.251
O 0.481 -1.072 0.307
C 0.060 -2.228 -0.314
C 1.004 -3.131 -0.779
C 0.619 -4.324 -1.370
C -0.726 -4.636 -1.497
C -1.670 -3.739 -1.037
C -1.307 -2.520 -0.457
C -2.376 -1.620 -0.060
N -2.192 -0.368 0.063
N -3.250 0.416 0.485
C -2.803 1.360 1.263
O -1.525 1.470 1.583
C -3.739 2.358 1.811
C -5.109 2.261 1.561
C -5.972 3.219 2.063
C -5.474 4.278 2.814
C -4.112 4.375 3.065
C -3.245 3.417 2.567
H 2.058 -2.917 -0.659
H 1.380 -5.011 -1.718
H -1.033 -5.572 -1.944
H -2.726 -3.969 -1.127
H -3.370 -2.028 0.116
H -5.484 1.429 0.979
H -7.034 3.141 1.873
H -6.151 5.026 3.207
H -3.725 5.199 3.651
H -2.182 3.481 2.764
N 1.359 1.803 0.565
C 1.507 2.915 0.931
N 1.674 4.099 1.365
C 1.080 5.017 0.580
N 0.546 5.807 -0.077
Ge 1.991 -1.069 1.518
C 3.500 -0.467 0.463
C 4.527 0.187 1.139
C 5.624 0.677 0.443
C 5.700 0.522 -0.934
C 4.679 -0.130 -1.616
C 3.587 -0.625 -0.918
C 2.035 -2.894 2.151
C 0.959 -3.407 2.870
C 0.970 -4.727 3.296
C 2.064 -5.537 3.016
C 3.147 -5.027 2.309
C 3.130 -3.710 1.874
H 1.510 -0.069 2.568
H 4.471 0.337 2.212
H 6.415 1.187 0.978
H 6.555 0.905 -1.477
H 4.739 -0.259 -2.689
H 2.807 -1.149 -1.466
H 0.105 -2.777 3.104
H 0.131 -5.122 3.856
H 2.075 -6.565 3.355
H 4.003 -5.655 2.098
H 3.978 -3.319 1.320
*
```

Calculated values
⟨S²⟩: 0.75
Gap between HOMO and LUMO (spin up / spin down) in eV: 7.9 / 7.9
HOMO energy (spin up / spin down) in eV: -11.22 / -11.26
Energy relative to the best compared isomer or geometry (same formula, charge and spin) in eV: 0.0000
E_tot in a.u.: -4754.638971

=====

[4]
Density functional theory data (wB97M-V/def2-TZVPD) for a structure of composition C32H34KN10O3S2.

Geometry as ORCA input:
```
! RIJCOSX wB97M-V def2-TZVPD def2/J DEFGRID3
* xyz -2 2
K -0.378 0.676 -0.904
N 0.518 0.231 2.792
C 0.486 -0.868 3.756
C 0.731 -2.182 3.031
C 2.060 -2.265 2.290
C 2.058 -3.388 1.257
N 1.100 -3.099 0.200
H 0.058 1.055 3.155
H 0.017 -0.047 1.955
H -0.473 -0.949 4.288
H 1.259 -0.685 4.514
H -0.094 -2.316 2.328
H 0.644 -3.013 3.743
H 2.881 -2.409 3.004
H 2.247 -1.324 1.767
H 1.875 -4.349 1.770
H 3.049 -3.459 0.801
H 0.135 -3.220 0.497
H 1.256 -3.662 -0.625
O -0.866 3.453 -1.446
N -1.942 3.192 -2.159
C -3.123 3.658 -1.689
C -4.317 3.434 -2.317
C -4.298 2.671 -3.490
C -3.101 2.207 -3.962
C -1.856 2.461 -3.327
S -0.378 1.898 -3.935
H -3.009 4.205 -0.767
H -5.229 3.820 -1.884
H -5.216 2.443 -4.019
H -3.048 1.613 -4.864
S 6.547 -2.623 -4.200
N 6.428 -1.408 -3.057
C 5.101 -1.286 -2.829
C 4.519 -0.363 -1.896
C 5.328 0.493 -1.128
C 4.738 1.344 -0.232
C 3.342 1.332 -0.120
N 2.552 0.552 -0.827
C 3.117 -0.296 -1.711
C 2.263 -1.198 -2.485
N 0.936 -1.155 -2.288
C 0.163 -1.984 -2.951
C 0.654 -2.928 -3.864
C 2.006 -2.986 -4.082
C 2.856 -2.109 -3.386
C 4.283 -2.151 -3.565
N 4.926 -2.991 -4.400
H 6.400 0.445 -1.269
H 5.320 2.018 0.384
H 2.865 1.997 0.595
H -0.905 -1.917 -2.755
H -0.034 -3.586 -4.380
H 2.453 -3.688 -4.774
N -0.056 2.866 1.188
C -0.212 3.574 2.350
C 0.741 3.528 3.378
C 0.537 4.220 4.561
C -0.606 4.980 4.764
C -1.555 5.031 3.746
C -1.370 4.343 2.562
H 0.875 2.521 1.013
H -0.556 3.166 0.345
H 1.635 2.931 3.240
H 1.294 4.159 5.336
H -0.759 5.519 5.690
H -2.460 5.613 3.874
H -2.119 4.378 1.780
C -4.290 -4.198 0.922
N -3.932 -2.843 0.565
C -4.866 -1.938 0.146
C -4.519 -0.687 -0.182
C -3.109 -0.308 -0.071
O -2.759 0.845 -0.378
N -2.199 -1.227 0.349
C -2.568 -2.482 0.656
O -1.791 -3.374 1.026
H -5.356 -4.336 0.742
H -4.068 -4.397 1.971
H -3.724 -4.914 0.327
H -5.884 -2.306 0.091
H -5.236 0.039 -0.535
*
```

Calculated values
⟨S²⟩: 0.77
Gap between HOMO and LUMO (spin up / spin down) in eV: 3.8 / 6.0
HOMO energy (spin up / spin down) in eV: 0.14 / -2.15
Energy relative to the best compared isomer or geometry (same formula, charge and spin) in eV: 0.6238
E_tot in a.u.: -3409.556279

=====

[5]
Density functional theory data (wB97M-V/def2-TZVPD) for a structure of composition C32H34N5O4PPtS at a distorted geometry.

Geometry as ORCA input:
```
! RIJCOSX wB97M-V def2-TZVPD def2/J DEFGRID3
* xyz 2 1
Pt -0.120 0.523 0.764
O -1.834 -1.616 -2.810
C -2.432 -2.586 -2.089
C -3.224 -3.478 -2.814
C -3.896 -4.487 -2.163
C -3.800 -4.644 -0.776
C -3.002 -3.789 -0.060
C -2.300 -2.742 -0.695
C -1.461 -1.884 0.121
O -0.925 -0.808 -0.480
N -1.183 -2.187 1.360
N -0.415 -1.211 1.911
C 0.023 -1.182 3.113
C 0.771 0.032 3.470
C 1.225 0.311 4.744
C 1.853 1.524 4.992
C 2.020 2.433 3.961
C 1.557 2.103 2.700
N 0.961 0.929 2.462
H -1.343 -1.036 -2.210
H -3.291 -3.351 -3.885
H -4.506 -5.172 -2.739
H -4.348 -5.429 -0.275
H -2.910 -3.894 1.012
H -0.188 -1.980 3.817
H 1.063 -0.409 5.534
H 2.199 1.761 5.989
H 2.487 3.394 4.118
H 1.648 2.775 1.859
O -1.570 3.155 3.092
C -1.634 2.567 2.053
O -1.503 1.217 2.060
C -1.913 3.172 0.680
P -1.191 2.108 -0.632
C -2.559 1.422 -1.547
C -3.487 0.676 -0.808
C -4.610 0.169 -1.431
C -4.813 0.403 -2.788
C -3.905 1.156 -3.515
C -2.770 1.666 -2.903
C 0.035 2.953 -1.642
C 0.414 2.480 -2.897
C 1.455 3.093 -3.581
C 2.129 4.161 -3.013
C 1.777 4.615 -1.748
C 0.739 4.011 -1.060
H -1.580 4.205 0.595
H -2.997 3.147 0.545
H -3.335 0.494 0.251
H -5.330 -0.405 -0.863
H -5.694 0.006 -3.274
H -4.079 1.355 -4.564
H -2.103 2.294 -3.473
H -0.067 1.619 -3.341
H 1.732 2.733 -4.563
H 2.934 4.641 -3.553
H 2.305 5.448 -1.303
H 0.475 4.388 -0.079
C 1.958 -3.955 1.761
C 2.463 -3.601 0.372
N 1.987 -2.297 -0.099
C 2.535 -1.118 0.147
S 1.754 0.294 -0.585
N 3.637 -1.012 0.865
C 4.448 0.203 1.050
C 5.468 0.389 -0.058
H 2.354 -4.924 2.064
H 0.870 -4.016 1.771
H 2.275 -3.218 2.502
H 2.128 -4.326 -0.368
H 3.554 -3.611 0.321
H 1.133 -2.259 -0.636
H 4.077 -1.877 1.150
H 4.926 0.093 2.023
H 3.764 1.046 1.102
H 6.206 -0.413 -0.066
H 6.000 1.329 0.086
H 4.981 0.421 -1.033
*
```

Calculated values
Gap between HOMO and LUMO in eV: 6.4
HOMO energy in eV: -13.32
Energy relative to the best compared isomer or geometry (same formula, charge and spin) in eV: 1.0296
E_tot in a.u.: -2672.920659

=====

[6]
Density functional theory data (wB97M-V/def2-TZVPD) for a structure of composition C32H34N5O5Ru.

Geometry as ORCA input:
```
! RIJCOSX wB97M-V def2-TZVPD def2/J DEFGRID3
* xyz 2 2
Ru -0.092 -0.221 -0.238
O 2.962 2.732 -0.643
C 2.081 1.812 -0.328
O 1.039 1.605 -0.930
C 2.452 1.004 0.888
C 3.577 1.165 1.680
C 3.723 0.315 2.774
C 2.760 -0.657 3.047
C 1.670 -0.748 2.198
N 1.543 0.070 1.153
C 0.488 -1.690 2.271
O 0.385 -2.565 3.237
O -0.384 -1.626 1.411
H 2.668 3.223 -1.430
H 4.306 1.929 1.452
H 4.584 0.410 3.420
H 2.882 -1.306 3.905
H 1.093 -2.514 3.892
C -3.213 2.096 -4.387
C -4.575 1.806 -3.817
C -5.684 1.720 -4.658
C -6.957 1.504 -4.160
C -7.159 1.368 -2.793
C -6.074 1.427 -1.937
C -4.799 1.637 -2.450
N -3.702 1.697 -1.524
C -2.778 0.725 -1.396
N -2.927 -0.361 -2.165
C -2.191 -1.557 -2.069
C -1.041 -1.650 -1.299
C -0.437 -2.904 -1.191
C -0.935 -4.007 -1.862
C -2.057 -3.873 -2.665
C -2.707 -2.657 -2.778
C -3.953 -2.524 -3.611
N -1.769 0.840 -0.540
C -1.676 2.059 0.221
C -1.224 3.223 -0.401
C -1.097 4.397 0.320
C -1.415 4.401 1.674
C -1.879 3.247 2.283
C -2.035 2.056 1.571
C -2.651 0.861 2.240
H -3.304 2.713 -5.279
H -2.688 1.182 -4.675
H -2.585 2.626 -3.672
H -5.540 1.851 -5.723
H -7.797 1.456 -4.838
H -8.152 1.213 -2.396
H -6.205 1.307 -0.870
H -3.674 2.447 -0.851
H -3.761 -0.377 -2.735
H 0.436 -3.026 -0.563
H -0.457 -4.972 -1.753
H -2.450 -4.729 -3.197
H -4.171 -3.455 -4.126
H -3.854 -1.749 -4.376
H -4.824 -2.280 -2.998
H -0.971 3.192 -1.453
H -0.759 5.300 -0.167
H -1.318 5.310 2.251
H -2.151 3.267 3.330
H -2.665 0.996 3.320
H -2.140 -0.075 2.015
H -3.686 0.729 1.916
C 2.967 -3.696 -3.283
N 2.703 -2.830 -2.130
C 3.165 -3.270 -0.825
C 2.040 -1.706 -2.297
O 1.726 -0.904 -1.395
H 3.715 -4.431 -2.996
H 3.358 -3.114 -4.114
H 2.059 -4.217 -3.584
H 4.251 -3.359 -0.833
H 2.732 -4.241 -0.582
H 2.866 -2.536 -0.080
H 1.783 -1.491 -3.341
*
```

Calculated values
⟨S²⟩: 0.76
Gap between HOMO and LUMO (spin up / spin down) in eV: 6.4 / 6.2
HOMO energy (spin up / spin down) in eV: -13.02 / -12.96
Energy relative to the best compared isomer or geometry (same formula, charge and spin) in eV: 0.7947
E_tot in a.u.: -1984.236886